{"formula": "C2H7NO2", "method": "ωB97M-V/def2-TZVPD", "total_energy_ev": -7771.2459, "spin_multiplicity": 1, "orbital_gap_ev": 10.44, "smiles": "C=O.NCO", "species": ["O", "O", "N", "C", "C", "H", "H", "H", "H", "H", "H", "H"], "xyz": [[-0.535, 0.236, 1.101], [0.875, 1.160, -1.512], [0.355, -1.857, 0.363], [-0.147, 1.800, -1.458], [-0.483, -1.172, 1.315], [-1.424, -1.709, 1.352], [1.334, -1.624, 0.398], [0.023, -1.724, -0.582], [-1.049, 1.224, -1.215], [-0.106, 2.888, -1.629], [0.343, 0.500, 0.896], [-0.086, -1.319, 2.329]], "forces_ev_per_angstrom": [[-2.2265, -0.4977, 0.2226], [0.2001, 0.2879, -0.0508], [-0.4128, -0.3544, 0.1041], [0.7835, -0.9049, 0.0002], [1.7350, -0.4249, 0.5654], [-0.6879, 0.8635, -0.4799], [0.0741, 0.1902, 0.1419], [0.0206, 0.0174, -0.0260], [-0.4963, 0.6975, -0.0298], [-0.4810, -0.0227, 0.0378], [1.2366, 0.3292, -0.2983], [0.2547, -0.1813, -0.1871]]}

{"formula": "C11H30BClF2MgNO12PS", "method": "ωB97M-V/def2-TZVPD", "total_energy_ev": -82134.0041, "spin_multiplicity": 1, "orbital_gap_ev": 1.51, "species": ["Cl", "S", "P", "Mg", "F", "F", "O", "O", "O", "O", "O", "O", "O", "O", "O", "O", "O", "O", "N", "C", "C", "C", "C", "C", "C", "C", "C", "C", "C", "C", "B", "H", "H", "H", "H", "H", "H", "H", "H", "H", "H", "H", "H", "H", "H", "H", "H", "H", "H", "H", "H", "H", "H", "H", "H", "H", "H", "H", "H", "H", "H"], "xyz": [[-0.237, 3.405, -0.068], [-3.402, -2.589, 2.418], [1.045, -1.120, -0.660], [-2.536, -2.699, -6.121], [1.983, 4.887, -4.571], [-8.450, -1.194, 3.320], [-0.745, 4.693, 0.363], [0.827, -1.456, -2.255], [1.390, 0.523, -1.076], [-2.979, -3.331, 1.249], [-0.189, 3.364, -1.516], [-0.258, -0.613, -0.035], [-1.110, 2.354, 0.417], [-2.625, -2.560, 3.641], [5.003, 0.751, 1.051], [0.700, -2.764, -0.245], [1.097, 3.209, 0.466], [-0.787, -1.139, -5.914], [5.676, 1.614, 3.091], [5.687, 1.520, 1.715], [4.796, 0.749, 3.848], [-5.225, -0.947, 1.520], [-5.086, -3.046, 2.803], [-3.759, -0.914, 1.926], [0.786, 2.496, -4.743], [6.517, 2.553, 3.804], [-5.930, -1.792, 2.580], [2.677, 0.932, -0.660], [-0.513, -3.210, 0.333], [-0.427, -1.924, -2.709], [0.986, 4.050, -5.344], [-5.647, 0.060, 1.457], [5.049, -0.293, 3.632], [-0.913, -4.009, -0.295], [-3.095, -0.614, 1.114], [-3.606, -0.270, 2.796], [3.763, 0.932, 3.537], [3.438, 0.309, -1.138], [-0.572, -1.581, -3.736], [1.829, 1.960, -4.966], [0.556, 2.509, -3.574], [-1.290, -2.455, 0.441], [-6.950, -2.052, 2.278], [7.127, 3.140, 3.112], [-1.176, -1.842, -6.455], [2.758, 0.851, 0.427], [0.145, -1.127, -6.180], [7.174, 1.996, 4.478], [-0.429, -3.016, -2.708], [5.881, 3.228, 4.383], [-5.332, -1.422, 0.537], [-0.291, -3.630, 1.317], [-5.998, -1.223, 3.514], [-1.255, -1.550, -2.102], [0.417, 4.436, -6.310], [2.829, 1.973, -0.952], [6.391, 2.222, 1.239], [-0.088, 1.972, -5.356], [-5.141, -3.390, 3.839], [4.897, 0.938, 4.920], [-5.381, -3.853, 2.126]], "forces_ev_per_angstrom": [[1.0047, 0.4352, -0.5028], [0.0912, 0.6481, 0.6780], [-8.9507, 0.4434, -2.2137], [-2.2985, -1.2862, 0.8629], [-3.1014, -2.2938, -2.6858], [0.2684, -0.1409, -0.2210], [-0.0283, -0.7535, -0.0325], [1.5117, 0.6967, 0.3238], [2.1699, -2.5509, 0.5793], [-0.2989, -0.2791, 0.3663], [-0.1760, -0.0941, 0.5912], [0.6372, 0.0826, 0.7487], [-0.1446, 0.1513, 0.0423], [0.0156, -0.3917, -0.6726], [0.4151, 0.3327, 0.6582], [3.3208, 0.9556, -1.3414], [-0.7084, 0.0634, -0.1190], [-0.2602, 0.1425, 0.1544], [0.2087, 0.0567, -1.5909], [-0.2322, -0.1711, 0.8813], [-0.1851, -0.1851, -0.2421], [-0.4380, -0.0726, -0.2853], [-1.0178, -0.5234, 0.2347], [0.0728, 0.5344, -0.1865], [0.0792, 0.5853, -0.4625], [-0.1569, -0.1303, 0.0426], [0.5417, 0.4796, 0.3745], [1.1222, 0.7971, 0.3134], [-0.2984, 0.2265, 1.4625], [-0.3128, -0.7277, 0.0494], [2.4529, -0.5265, 3.6293], [0.1177, -0.1502, 0.0035], [-0.1645, 0.0471, 0.1360], [0.3247, 0.0112, -0.2472], [0.1289, -0.0434, 0.1394], [0.0870, -0.1807, -0.0973], [0.0468, -0.1472, 0.1657], [0.1047, 0.1718, 0.1057], [0.3105, 0.1046, 0.2928], [-2.2293, 0.8995, 0.6256], [0.5931, -0.1407, -2.5673], [0.6636, 0.0289, -0.2246], [-0.4435, 0.0315, 0.1480], [-0.1410, -0.1369, 0.0489], [2.4338, 1.1721, -1.2183], [0.1783, 0.1413, -0.1578], [0.1186, 0.0781, 0.0657], [0.0487, 0.2147, 0.0315], [-0.1473, -0.0473, 0.0714], [0.2180, 0.0559, 0.0317], [0.0383, 0.0981, 0.0737], [-0.1909, 0.0433, -0.0592], [-0.0408, -0.1401, -0.2316], [0.1600, 0.0192, 0.1433], [0.2980, 0.5240, 0.0551], [-0.1957, -0.1535, 0.0687], [-0.0116, 0.0080, 0.1268], [1.9223, 0.9105, 1.4368], [0.2026, -0.0390, -0.2227], [0.0453, 0.0393, -0.2527], [0.2200, 0.0756, 0.0718]]}

{"formula": "C20H43N2O20PS5", "method": "ωB97M-V/def2-TZVPD", "total_energy_ev": -128826.3030, "spin_multiplicity": 1, "orbital_gap_ev": 7.61, "smiles": "CCCCCP(N=C(C)C)NCC.O=S1(=O)OCCO1.O=S1(=O)OCCO1.O=S1(=O)OCCO1.O=S1(=O)OCCO1.O=S1(=O)OCCO1", "species": ["S", "S", "S", "S", "S", "P", "O", "O", "O", "O", "O", "O", "O", "O", "O", "O", "O", "O", "O", "O", "O", "O", "O", "O", "O", "O", "N", "N", "C", "C", "C", "C", "C", "C", "C", "C", "C", "C", "C", "C", "C", "C", "C", "C", "C", "C", "C", "C", "H", "H", "H", "H", "H", "H", "H", "H", "H", "H", "H", "H", "H", "H", "H", "H", "H", "H", "H", "H", "H", "H", "H", "H", "H", "H", "H", "H", "H", "H", "H", "H", "H", "H", "H", "H", "H", "H", "H", "H", "H", "H", "H"], "xyz": [[-1.261, 6.241, -0.613], [1.049, 1.492, -2.857], [-5.028, 2.617, -3.906], [3.364, -1.116, -8.641], [5.833, 0.914, 4.866], [-1.030, -1.895, 3.044], [7.049, 0.133, 4.140], [6.332, 2.149, 5.381], [1.413, 3.060, -2.730], [3.600, -1.239, -7.047], [-6.295, 2.026, -4.717], [-4.346, 1.533, -3.275], [4.683, 0.837, 4.023], [-4.361, 3.567, -4.738], [3.953, -2.256, -9.269], [-1.470, 6.495, -2.195], [-5.859, 3.418, -2.772], [-0.367, 1.344, -2.759], [3.654, 0.220, -9.048], [-2.064, 7.176, 0.106], [0.139, 6.075, -0.365], [5.639, -0.106, 6.106], [1.809, 0.942, -3.936], [-1.961, 4.786, -0.537], [1.715, 1.006, -1.466], [1.757, -1.309, -8.631], [-0.363, -0.968, 4.417], [-0.663, -0.897, 1.641], [-2.614, 4.498, -1.779], [-0.672, -1.126, -0.790], [2.576, 2.037, -0.969], [-0.213, -1.583, 0.643], [7.599, -0.826, 5.046], [-7.472, 2.164, -3.915], [-2.884, -2.018, 3.291], [1.354, -1.826, -7.361], [2.339, -1.233, -6.369], [-1.319, -5.148, 3.805], [1.925, 3.331, -1.419], [0.775, -2.780, 0.693], [6.422, -1.283, 5.890], [-1.627, -5.300, 2.275], [-3.372, -3.435, 3.810], [-7.249, 3.431, -3.110], [2.012, -0.539, 5.270], [-2.312, -4.243, 4.631], [-1.824, 5.258, -2.827], [1.010, -1.552, 4.621], [2.669, 1.972, 0.113], [1.769, -2.402, 0.329], [-3.365, -1.815, 2.300], [1.603, -0.043, 6.178], [0.917, -2.508, 5.185], [-1.923, -4.363, 1.758], [-3.254, -1.207, 3.973], [2.909, -1.134, 5.593], [2.631, 4.158, -1.451], [0.326, -1.547, -7.142], [8.063, -1.645, 4.501], [-1.443, -1.813, -1.199], [6.737, -1.708, 6.841], [0.904, -3.238, 1.694], [0.255, -1.168, -1.423], [-0.993, -0.064, -0.764], [-2.620, 3.425, -1.965], [1.409, -1.781, 3.593], [-0.671, -5.634, 1.785], [0.461, -3.545, -0.065], [3.560, 1.909, -1.427], [2.085, -0.200, -6.129], [-0.159, -0.035, 4.034], [-3.859, -4.018, 2.990], [5.808, -2.009, 5.352], [-7.543, 1.288, -3.264], [1.085, 3.597, -0.774], [-7.858, 3.461, -2.209], [2.400, -1.813, -5.450], [-8.358, 2.221, -4.543], [-1.281, -6.165, 4.279], [-2.343, -6.143, 2.089], [-4.210, -3.205, 4.523], [8.353, -0.323, 5.657], [-2.866, -4.909, 5.345], [-7.446, 4.322, -3.712], [-2.400, 5.439, -3.732], [2.368, 0.178, 4.501], [1.436, -2.916, -7.397], [-0.286, -4.722, 3.894], [-1.702, -3.565, 5.283], [-0.900, 4.732, -3.084], [-3.642, 4.864, -1.717]], "forces_ev_per_angstrom": [[-0.2485, -0.1940, -0.3799], [0.2918, 0.3792, 0.4261], [-0.3526, -0.2279, 0.0231], [-0.1020, -0.0678, 0.1881], [0.1602, -0.0502, 0.0979], [1.2147, -0.8057, 1.0405], [-0.7280, -0.0072, 0.1313], [-0.5363, -0.5492, -0.3133], [0.1107, -0.8063, -0.2447], [-0.1325, -0.3024, -0.7198], [0.4852, 0.6309, 0.1567], [-0.0677, 0.7659, -0.3279], [0.7255, 0.3072, 0.3020], [-0.0787, -0.5745, 0.4106], [-0.0955, 0.7220, 0.2331], [-0.2569, 0.0229, 0.7919], [0.2744, -0.5579, -0.3051], [0.6789, -0.1105, -0.3269], [-0.0922, -0.7584, -0.0379], [0.6834, -0.3144, -0.2842], [-0.6759, 0.1441, 0.1697], [0.3421, 0.4895, -0.3700], [-0.6573, 0.1746, 0.3160], [0.6443, 0.4957, -0.1003], [-0.6022, 0.2817, -0.4563], [0.5599, 0.4370, 0.1181], [0.3513, -0.1630, -1.2013], [-1.2753, -1.0943, -0.1783], [-0.5338, 0.0452, -0.3885], [2.0021, 0.1260, 0.6983], [0.5731, 0.2816, -0.2055], [-0.4213, 0.4700, -0.4203], [0.3268, 0.0511, 0.4946], [-0.1974, -0.2708, 0.5188], [-0.6548, 1.0159, -0.5408], [0.1026, -0.5564, 0.2783], [-0.4652, 0.4498, 0.1604], [0.2721, 0.2330, -0.1296], [-0.1805, 0.1498, 0.7442], [-0.2465, 0.0658, -0.7923], [-0.0248, -0.4804, -0.2943], [0.8218, -0.9939, 0.0967], [-0.1212, 0.7440, 0.7985], [-0.4066, 0.2835, -0.3459], [0.0327, -1.0791, 0.0059], [-0.1200, -0.6185, 0.0911], [0.3089, -0.5597, -0.1735], [0.2810, 0.4716, -0.4633], [-0.2236, -0.1881, -0.0547], [-0.8476, -0.1592, 0.3270], [0.4239, -0.0768, 0.6872], [0.1705, -0.2076, -0.7364], [0.0807, 0.7174, -0.3003], [0.0015, -0.6255, 0.5034], [0.3932, -0.6931, -0.5035], [-0.6657, 0.6179, -0.2558], [-0.0952, -0.0204, -0.2436], [0.0597, 0.1549, -0.2192], [-0.1223, 0.1430, -0.1964], [0.4579, 0.4408, 0.3701], [-0.1156, 0.2182, 0.0611], [-0.2541, 0.3926, -0.6617], [-1.0011, -0.1167, 0.1282], [-0.0987, -0.9144, 0.0617], [0.1717, 0.0176, 0.2059], [0.0845, -0.1679, 0.9960], [-0.8199, 0.2923, 0.3313], [0.2421, 0.5053, 0.7457], [-0.0173, 0.0207, 0.0420], [-0.0169, -0.0742, 0.0550], [-0.4812, -0.0909, 0.3883], [0.7318, 0.3038, 0.6121], [0.0487, -0.0092, 0.0140], [-0.0510, 0.0495, 0.0006], [0.0718, 0.0481, 0.0011], [0.2442, -0.0292, 0.0856], [0.2223, -0.0068, -0.0988], [0.2095, 0.0119, -0.1847], [-0.0400, 0.8028, -0.5040], [0.2801, 1.0063, 0.0786], [0.6708, -0.2219, -0.6220], [-0.0091, -0.0732, 0.0128], [0.3596, 0.5629, -0.6281], [-0.0280, -0.0360, 0.0164], [0.0071, 0.2213, 0.1201], [-0.3827, -0.2392, 0.7135], [-0.0333, 0.0239, 0.0478], [-0.9197, -0.3161, -0.0515], [-0.6376, -0.3246, -0.5905], [-0.0677, -0.0420, -0.0200], [0.0272, -0.0135, -0.0265]]}